Entry 1:
The following is a DFT calculation (wB97M-V/def2-TZVPD) of 4 unconnected molecules or ions with the total composition C23H48ClN3O4P at a distorted geometry.

The geometry in XYZ format:
```
80
C23H48ClN3O4P, DFT wB97M-V/def2-TZVPD
N 3.485 -0.909 2.426
P 2.852 -1.329 1.044
C 2.648 0.141 -0.085
C 2.903 1.502 0.659
C 1.513 2.162 0.869
Cl 1.242 2.393 2.625
N 0.459 1.144 0.407
C -0.674 2.006 -0.035
O -1.811 1.312 -0.485
C -1.973 0.043 0.065
C -2.131 -0.213 1.423
C -2.250 -1.514 1.881
C -2.193 -2.583 0.970
C -2.042 -2.346 -0.387
C -1.935 -1.026 -0.810
C 1.214 0.368 -0.615
N 0.993 0.690 -2.010
H 4.374 -1.388 2.538
H 3.738 -2.230 0.415
H 1.600 -1.944 1.307
H 3.252 -0.062 -0.977
H 3.469 1.450 1.591
H 3.426 2.097 -0.102
H 1.461 3.130 0.368
H 0.351 0.611 1.277
H -0.936 2.695 0.781
H -0.322 2.625 -0.869
H -2.143 0.608 2.145
H -2.349 -1.722 2.943
H -2.256 -3.616 1.307
H -1.979 -3.127 -1.138
H -1.804 -0.826 -1.876
H 0.743 -0.637 -0.509
H -0.001 0.664 -2.231
H 1.372 -0.099 -2.532
C 1.597 -3.714 -4.753
C 2.149 -2.850 -3.635
O 1.289 -2.756 -2.502
C 0.980 -3.985 -1.849
C 2.198 -4.713 -1.308
H 0.628 -3.337 -5.084
H 2.281 -3.714 -5.602
H 1.458 -4.749 -4.439
H 2.277 -1.830 -4.003
H 3.142 -3.195 -3.329
H 0.398 -4.632 -2.511
H 0.324 -3.725 -1.017
H 2.894 -5.004 -2.095
H 1.902 -5.618 -0.778
H 2.739 -4.063 -0.620
C 5.293 7.853 2.381
C 4.245 7.621 1.306
O 4.265 6.310 0.759
C 4.039 5.251 1.665
C 2.692 5.317 2.368
H 6.292 7.654 1.988
H 5.253 8.885 2.730
H 5.145 7.204 3.245
H 4.435 8.296 0.472
H 3.244 7.862 1.679
H 4.854 5.192 2.394
H 4.089 4.334 1.072
H 2.593 6.213 2.981
H 2.564 4.452 3.017
H 1.879 5.330 1.636
C -5.539 -1.314 0.461
C -6.593 -1.573 -0.601
O -6.563 -2.888 -1.123
C -6.773 -3.937 -0.193
C -8.113 -3.871 0.518
H -4.538 -1.504 0.077
H -5.588 -0.274 0.791
H -5.671 -1.948 1.339
H -6.418 -0.908 -1.447
H -7.593 -1.335 -0.223
H -5.949 -3.973 0.531
H -6.719 -4.863 -0.768
H -8.216 -2.964 1.115
H -8.229 -4.726 1.185
H -8.929 -3.881 -0.207
```

Output
2S+1   1
Net charge   +1
HOMO-LUMO gap   9.04 eV
Energy relative to the best compared isomer or geometry (same formula, charge and spin)   0.0 kcal/mol

Atomic partial charges in e from the Löwdin method, atoms 1 to 5: atom 1 (N): -0.303, atom 2 (P): 0.761, atom 3 (C): -0.314, atom 4 (C): -0.164, atom 5 (C): -0.548

Entry 2:
The following is a DFT calculation (wB97M-V/def2-TZVPD) of a molecular structure, C31H45F4N2Sb2SeSiV.

The geometry in XYZ format:
```
87
C31H45F4N2Sb2SeSiV, DFT wB97M-V/def2-TZVPD
V -0.860 0.111 -1.259
C -1.054 -2.899 -2.248
N -0.503 -1.614 -2.681
C -1.036 -1.279 -4.006
C 0.971 -1.705 -2.723
C 1.671 -0.354 -2.791
N 1.123 0.482 -1.749
C 1.609 1.696 -1.467
C 0.932 2.464 -0.487
F -0.189 1.916 0.079
C 1.347 3.695 -0.058
F 0.636 4.328 0.892
C 2.481 4.299 -0.580
C 3.154 3.588 -1.554
F 4.264 4.121 -2.106
C 2.750 2.343 -1.991
F 3.504 1.731 -2.941
H -0.721 -3.710 -2.912
H -2.140 -2.840 -2.257
H -0.742 -3.111 -1.226
H -0.829 -2.092 -4.717
H -0.593 -0.354 -4.365
H -2.110 -1.117 -3.931
H 1.279 -2.333 -3.573
H 1.282 -2.205 -1.803
H 1.563 0.089 -3.792
H 2.743 -0.551 -2.665
H 2.808 5.273 -0.253
C -2.174 -0.860 3.764
Sb -0.354 -0.550 2.682
C -0.027 1.432 3.442
C 0.874 -1.598 4.191
C 2.110 -0.877 4.606
C 2.027 0.055 5.645
C 3.116 0.804 6.051
C 4.340 0.625 5.421
C 4.447 -0.311 4.408
C 3.357 -1.076 3.984
C 3.564 -2.065 2.881
Sb 2.955 -1.352 0.902
C 4.850 -1.830 -0.007
C 3.492 0.680 1.300
H -2.032 -0.568 4.806
H -2.465 -1.908 3.705
H -2.958 -0.267 3.297
H -0.268 1.507 4.502
H -0.665 2.112 2.876
H 1.011 1.729 3.292
H 1.083 -2.589 3.788
H 0.211 -1.721 5.050
H 1.071 0.192 6.138
H 3.011 1.522 6.854
H 5.206 1.202 5.721
H 5.407 -0.471 3.928
H 3.040 -3.003 3.065
H 4.628 -2.291 2.795
H 5.668 -1.405 0.578
H 4.887 -1.420 -1.017
H 4.974 -2.911 -0.069
H 4.456 0.718 1.805
H 2.743 1.156 1.933
H 3.550 1.228 0.360
C -2.791 3.632 -4.297
C -3.562 3.068 -3.289
C -3.029 2.079 -2.468
C -1.717 1.592 -2.598
C -0.975 2.202 -3.626
C -1.484 3.192 -4.461
H -3.199 4.405 -4.939
H -4.584 3.402 -3.137
H -3.661 1.664 -1.687
H 0.060 1.903 -3.787
H -0.856 3.624 -5.235
C -4.762 -3.552 -0.568
Si -4.760 -1.677 -0.800
C -4.888 -1.338 -2.651
C -6.333 -1.034 0.013
Se -2.988 -0.720 0.124
H -5.680 -4.005 -0.955
H -4.672 -3.802 0.491
H -3.914 -4.009 -1.085
H -5.874 -1.606 -3.042
H -4.143 -1.910 -3.211
H -4.706 -0.280 -2.855
H -7.222 -1.523 -0.398
H -6.426 0.043 -0.143
H -6.307 -1.211 1.090
```

Output
2S+1   4
Net charge   -1
HOMO-LUMO gap (alpha / beta)   6.17 / 7.33 eV
Energy relative to the best compared isomer or geometry (same formula, charge and spin)   0.3 kcal/mol

Atomic partial charges in e from the Löwdin method, atoms 1 to 5: atom 1 (V): 0.445, atom 2 (C): -0.103, atom 3 (N): -0.330, atom 4 (C): -0.073, atom 5 (C): -0.205

Entry 3:
The following is a DFT calculation (wB97M-V/def2-TZVPD) of 2 unconnected molecules or ions with the total composition C3H2BrNO2 at a distorted geometry.

The geometry in XYZ format:
```
9
C3H2BrNO2, DFT wB97M-V/def2-TZVPD
C 0.784 -0.716 0.269
C 1.449 0.387 -0.009
C -1.372 0.352 -0.628
N -2.208 -0.102 0.105
O -0.809 1.077 -1.287
O 0.054 -1.590 0.463
Br 2.628 0.855 1.379
H 1.698 0.765 -0.918
H -2.223 -1.028 0.627
```

Output
2S+1   1
SMILES string   O=C=CBr.N=C=O
HOMO-LUMO gap   8.99 eV
Energy relative to the best compared isomer or geometry (same formula, charge and spin)   30.7 kcal/mol

Atomic partial charges in e from the Löwdin method, atoms 1 to 5: atom 1 (C): -0.342, atom 2 (C): -0.570, atom 3 (C): -0.500, atom 4 (N): 0.190, atom 5 (O): 0.182

Entry 4:
The following is a DFT calculation (wB97M-V/def2-TZVPD) of a molecular structure, C54H48BF2N8PV at a distorted geometry.

The geometry in XYZ format:
```
115
C54H48BF2N8PV, DFT wB97M-V/def2-TZVPD
V -0.039 -0.025 0.411
C 2.072 2.597 -3.751
N 1.429 2.511 -2.423
C 1.177 1.369 -1.756
N 0.496 1.652 -0.639
C 0.330 3.033 -0.596
C 0.897 3.568 -1.722
C 1.070 4.974 -2.133
C -0.035 5.801 -2.303
C 0.140 7.130 -2.662
C 1.419 7.634 -2.853
C 2.527 6.813 -2.685
C 2.353 5.486 -2.325
C -0.165 3.778 0.588
C 0.671 3.861 1.699
C 0.281 4.577 2.821
C -0.951 5.220 2.838
C -1.783 5.157 1.728
C -1.387 4.446 0.602
P 2.377 -0.015 -1.901
C 1.472 -1.543 -1.612
N 0.838 -1.803 -0.477
C 0.691 -3.161 -0.382
C 1.213 -3.733 -1.515
N 1.711 -2.702 -2.274
C 2.373 -2.849 -3.578
C 1.362 -5.158 -1.869
C 0.888 -5.649 -3.082
C 1.024 -6.995 -3.391
C 1.631 -7.854 -2.484
C 2.097 -7.368 -1.268
C 1.964 -6.024 -0.960
C 0.063 -3.803 0.781
C -0.843 -4.850 0.638
C -1.427 -5.410 1.762
C -1.113 -4.930 3.032
C -0.205 -3.892 3.175
C 0.386 -3.338 2.048
C 2.941 0.127 -0.156
N 2.107 0.045 0.879
C 2.886 0.089 2.020
C 4.202 0.171 1.656
N 4.213 0.209 0.274
C 5.414 0.330 -0.568
C 5.416 0.246 2.493
C 6.481 -0.629 2.288
C 7.604 -0.566 3.099
C 7.665 0.368 4.125
C 6.603 1.234 4.341
C 5.482 1.175 3.527
C 2.366 -0.040 3.400
C 1.774 1.038 4.049
C 1.298 0.905 5.347
C 1.428 -0.307 6.011
C 2.046 -1.381 5.377
C 2.515 -1.248 4.080
H 1.723 1.778 -4.370
H 3.154 2.555 -3.653
H 1.788 3.540 -4.203
H -1.034 5.403 -2.173
H -0.723 7.767 -2.798
H 1.553 8.670 -3.135
H 3.524 7.207 -2.828
H 3.221 4.853 -2.170
H 1.638 3.370 1.671
H 0.939 4.641 3.679
H -1.256 5.783 3.711
H -2.735 5.670 1.733
H -2.034 4.410 -0.268
H 2.954 -3.766 -3.570
H 3.034 -2.004 -3.747
H 1.633 -2.896 -4.373
H 0.380 -4.989 -3.776
H 0.648 -7.373 -4.332
H 1.736 -8.905 -2.723
H 2.566 -8.038 -0.558
H 2.321 -5.642 -0.010
H -1.106 -5.207 -0.351
H -2.138 -6.219 1.650
H -1.575 -5.370 3.906
H 0.044 -3.512 4.159
H 1.108 -2.536 2.159
H 6.135 0.959 -0.055
H 5.144 0.789 -1.514
H 5.854 -0.646 -0.752
H 6.426 -1.385 1.512
H 8.425 -1.251 2.937
H 8.540 0.416 4.760
H 6.648 1.961 5.141
H 4.655 1.855 3.695
H 1.693 1.991 3.539
H 0.831 1.749 5.841
H 1.063 -0.413 7.025
H 2.170 -2.322 5.899
H 3.009 -2.080 3.590
F -0.868 1.364 2.918
B -0.495 0.165 2.459
F -0.776 -0.871 3.225
N -3.160 0.826 1.022
N -1.916 1.231 0.417
H -3.846 1.557 0.857
H -3.011 0.770 2.023
H -1.641 2.141 0.785
H -2.086 1.319 -0.581
C -3.698 -2.472 -1.594
C -2.864 -1.686 -2.387
C -1.773 -1.044 -1.820
C -1.522 -1.160 -0.449
C -2.357 -1.940 0.343
C -3.438 -2.598 -0.239
H -4.543 -2.983 -2.036
H -3.060 -1.583 -3.447
H -1.117 -0.457 -2.459
H -2.187 -2.062 1.408
H -4.082 -3.210 0.382
```

Output
2S+1   2
Net charge   +2
HOMO-LUMO gap (alpha / beta)   6.85 / 7.23 eV

Atomic partial charges in e from the Löwdin method, atoms 1 to 5: atom 1 (V): 0.904, atom 2 (C): 0.011, atom 3 (N): -0.037, atom 4 (C): -0.409, atom 5 (N): 0.017